1.
Entry from the Open Molecules 2025 dataset: a molecular structure, C19H18N4O2Sn (the ωB97M-V functional and the def2-TZVPD basis).

Geometry as XYZ:
```
44
Properties=species:S:1:pos:R:3:mulliken_charge:R:1
Sn -0.02 0.60 -1.78 1.1602
C -3.00 -1.66 -2.90 -1.2939
C -1.99 -2.08 -1.89 0.8464
O -1.23 -1.22 -1.33 -0.5100
C -1.75 -3.42 -1.54 -0.9875
C -0.66 -3.64 -0.72 0.8149
C -0.18 -4.98 -0.24 -1.2309
N 0.09 -2.58 -0.38 0.1371
N 0.67 -2.19 0.61 -0.2127
C 1.51 -1.10 0.58 0.5890
O 1.23 -0.10 -0.14 -0.5234
C 2.64 -1.11 1.47 0.6287
C 3.67 -0.19 1.28 -0.4534
C 4.81 -0.26 2.06 -0.6536
C 4.91 -1.23 3.05 -0.3537
C 3.87 -2.13 3.27 -0.7224
C 2.74 -2.08 2.49 -0.2649
H -2.61 -1.81 -3.91 0.3265
H -3.90 -2.28 -2.81 0.3942
H -3.27 -0.61 -2.78 0.3426
H -2.34 -4.24 -1.93 0.4313
H -0.92 -5.74 -0.49 0.3771
H 0.77 -5.24 -0.71 0.3326
H -0.03 -4.95 0.84 0.3583
H 3.59 0.55 0.49 0.3592
H 5.62 0.44 1.89 0.4220
H 5.81 -1.29 3.65 0.4192
H 3.95 -2.86 4.06 0.4267
H 1.92 -2.76 2.67 0.4577
N -2.43 2.83 1.13 -0.0087
C -1.87 1.70 0.69 -0.5125
N -1.17 1.91 -0.41 -0.1114
C -1.29 3.28 -0.71 1.0561
C -0.75 4.05 -1.75 -0.7008
C -1.06 5.39 -1.76 -0.8536
C -1.89 5.96 -0.78 -0.4652
C -2.41 5.22 0.25 -0.9639
C -2.09 3.86 0.26 0.6895
H -3.00 2.91 1.96 0.2349
H -1.98 0.75 1.18 0.5140
H -0.11 3.62 -2.51 0.2739
H -0.66 6.02 -2.55 0.4075
H -2.11 7.02 -0.84 0.4113
H -3.05 5.66 1.01 0.4114
```

The calculation puts the HOMO energy at -14.8 eV. The HOMO-LUMO gap comes out at 7.1 eV. The calculation puts the lowest unoccupied orbital energy at -7.66 eV. The value obtained for the total energy is -1318.07271 a.u. As for the charge: +2.

---

2.
Entry from the Open Molecules 2025 dataset: a gas-phase ion, C23H31N4O4S2 (charge +1) (the ωB97M-V functional and the def2-TZVPD basis).

Geometry as XYZ:
```
64
Properties=species:S:1:pos:R:3:mulliken_charge:R:1
C -2.28 -0.28 2.55 -0.9747
H -3.00 0.45 2.91 0.3178
H -1.33 0.21 2.30 0.2487
H -2.11 -1.04 3.31 0.3523
O -2.85 -0.87 1.38 -0.4977
C -2.06 -1.84 0.78 0.0718
C -2.55 -3.12 0.63 -0.6353
C -1.80 -4.12 0.02 -0.7911
C -0.52 -3.89 -0.45 0.5568
C -0.03 -2.59 -0.31 1.0859
C -0.78 -1.55 0.28 -0.3881
N -0.15 -0.34 0.31 -0.2415
C 1.02 -0.39 -0.23 0.6510
N 1.83 0.70 -0.39 0.3477
C 1.35 1.99 -0.26 0.1355
O 2.07 2.94 -0.16 -0.5799
C -0.15 2.10 -0.32 0.2802
C -0.87 2.53 0.79 -0.7122
C -2.25 2.55 0.74 -0.7837
C -2.88 2.18 -0.43 0.4048
C -2.18 1.88 -1.59 -0.8048
C -0.80 1.83 -1.53 -0.2782
H -0.23 1.58 -2.40 0.5519
H -2.71 1.69 -2.51 0.6490
S -4.64 2.05 -0.42 1.4246
O -5.26 2.24 -1.68 -0.6283
O -5.21 2.56 0.78 -0.6392
N -4.84 0.16 -0.18 0.3809
C -4.55 -0.54 -1.43 -1.0812
H -3.48 -0.50 -1.63 0.3839
H -5.10 -0.06 -2.24 0.4187
H -4.85 -1.59 -1.36 0.3834
C -6.21 -0.05 0.28 -0.9738
H -6.39 0.54 1.17 0.4115
H -6.39 -1.11 0.50 0.3589
H -6.90 0.27 -0.50 0.4077
H -4.16 -0.16 0.55 0.2886
H -2.85 2.83 1.59 0.6401
H -0.35 2.81 1.69 0.4989
C 3.26 0.51 -0.56 -1.4164
C 3.97 0.29 0.78 -0.3746
H 3.72 1.11 1.45 0.3678
C 5.48 0.22 0.57 -1.1413
N 5.98 1.34 -0.20 0.1330
C 7.33 1.10 -0.68 -0.9976
H 7.64 1.93 -1.30 0.3251
H 7.34 0.19 -1.28 0.3175
H 8.05 0.99 0.14 0.3530
C 5.90 2.60 0.52 -1.0480
H 4.86 2.85 0.72 0.2338
H 6.33 3.39 -0.09 0.3868
H 6.45 2.57 1.48 0.3571
H 5.71 -0.69 0.01 0.4934
H 5.97 0.15 1.56 0.4254
H 3.63 -0.64 1.24 0.3350
H 3.67 1.42 -1.01 0.6057
H 3.43 -0.33 -1.23 0.4117
S 1.52 -1.98 -0.82 -0.3705
C 0.32 -4.95 -1.08 -1.7289
H -0.23 -5.88 -1.16 0.3749
H 0.64 -4.64 -2.07 0.3871
H 1.22 -5.12 -0.48 0.3792
H -2.22 -5.11 -0.07 0.3818
H -3.53 -3.34 1.01 0.5684
```

The calculation puts the HOMO energy at -10.5 eV. As for the energy above the lowest of the compared OMol25 structures with the same formula, charge and spin: 0.00 kJ/mol. The HOMO-LUMO gap comes out at 7.2 eV. The calculation puts the lowest unoccupied orbital energy at -3.34 eV. The value obtained for the total energy is -2211.15229 a.u. As for the charge: +1. As for the SMILES: COc1ccc(C)c2sc(N(CCCN(C)C)C(=O)c3ccc(S(=O)(=O)[NH+](C)C)cc3)nc12.

---

3.
Entry from the Open Molecules 2025 dataset: 2 unconnected molecules or ions with the total composition C2H6ClN3 (the ωB97M-V functional and the def2-TZVPD basis).

Geometry as XYZ:
```
12
Properties=species:S:1:pos:R:3:mulliken_charge:R:1
C -0.25 -0.82 0.23 0.6497
C -0.11 0.52 -1.61 -0.1221
N 0.91 -0.84 0.89 -0.8454
N -1.43 -0.85 0.83 -0.4192
N -0.29 -0.56 -1.07 -0.4812
Cl 1.59 1.98 1.07 -0.3340
H 1.11 0.83 0.99 0.3696
H 0.07 1.41 -1.00 0.1216
H 0.07 0.64 -2.64 0.2811
H 1.79 -0.92 0.29 0.3053
H -1.35 -0.89 1.80 0.2483
H -2.10 -0.50 0.21 0.2263
```

The calculation puts the HOMO energy at -9.3 eV. As for the energy above the lowest of the compared OMol25 structures with the same formula, charge and spin: 91.08 kJ/mol. The HOMO-LUMO gap comes out at 10.0 eV. The calculation puts the lowest unoccupied orbital energy at 0.70 eV. The value obtained for the total energy is -704.21887 a.u. As for the SMILES: [H]/N=C(/N)N=C.Cl.

---

4.
Entry from the Open Molecules 2025 dataset: a molecular structure, C23H25CuF3N2O4PS2Sb (the ωB97M-V functional and the def2-TZVPD basis).

Geometry as XYZ:
```
62
Properties=species:S:1:pos:R:3:mulliken_charge:R:1
Cu -3.95 -0.45 -2.13 -0.1679
N -4.15 -0.21 0.09 -0.0591
N -5.55 -0.19 0.22 -0.2823
C -6.36 -0.65 -0.87 0.7040
O -7.53 -0.90 -0.59 -0.7191
O -5.79 -0.72 -2.01 -0.6236
H -3.72 -1.07 0.41 0.1906
H -3.75 0.58 0.57 0.0460
H -5.93 -0.46 1.11 0.2408
C -0.41 -4.52 -4.51 -1.2736
C -1.24 -3.46 -3.81 -0.3194
O -0.34 -2.47 -3.29 -0.1832
P -0.90 -1.43 -2.18 0.6841
S -2.09 -0.13 -3.16 -0.2144
S -1.42 -2.43 -0.57 -0.4959
O 0.50 -0.65 -1.88 -0.0207
C 1.35 -0.28 -2.98 -0.4275
C 2.54 -1.22 -3.06 -1.1348
H -1.06 -5.35 -4.80 0.4052
H 0.36 -4.89 -3.84 0.2932
H 0.06 -4.11 -5.40 0.2890
H -1.80 -3.89 -2.98 0.3430
H -1.94 -2.98 -4.50 0.3199
H 1.68 0.74 -2.79 0.3541
H 0.78 -0.29 -3.91 0.4923
H 3.09 -1.21 -2.12 0.2153
H 3.20 -0.92 -3.88 0.4245
H 2.18 -2.23 -3.24 0.2435
F 5.20 -2.12 1.91 -0.3716
C 4.01 -1.52 1.66 0.3499
C 3.01 -2.23 1.04 -0.5682
C 1.80 -1.60 0.80 -0.1900
C 1.60 -0.27 1.16 -0.2105
C 2.63 0.41 1.80 -0.1100
C 3.84 -0.20 2.06 -0.7295
Sb -0.29 0.73 0.79 1.1558
C 0.75 2.59 0.35 -0.1609
C 0.28 3.85 0.73 -0.2135
C 0.94 5.01 0.35 -0.8000
C 2.07 4.90 -0.44 0.3605
F 2.72 6.03 -0.81 -0.3461
C 2.55 3.68 -0.87 -0.8595
C 1.88 2.53 -0.47 -0.1880
C -0.50 1.03 2.95 -0.1267
C -1.07 2.16 3.53 -0.3161
C -1.23 2.27 4.91 -0.6879
C -0.82 1.22 5.70 0.4357
F -0.95 1.33 7.04 -0.3467
C -0.29 0.06 5.17 -0.6836
C -0.14 -0.02 3.80 -0.1915
H 3.18 -3.26 0.75 0.4494
H 1.01 -2.15 0.31 -0.0823
H 2.48 1.44 2.11 0.4817
H 4.65 0.32 2.56 0.4294
H -0.62 3.94 1.32 0.1814
H 0.59 5.99 0.66 0.4350
H 3.42 3.64 -1.50 0.4438
H 2.25 1.57 -0.78 0.6646
H -1.42 2.97 2.91 0.2140
H -1.65 3.16 5.36 0.4247
H 0.00 -0.75 5.83 0.4272
H 0.28 -0.93 3.37 0.4054
```

The calculation puts the HOMO energy at -4.8 eV. As for the energy above the lowest of the compared OMol25 structures with the same formula, charge and spin: 23.16 kJ/mol. The HOMO-LUMO gap comes out at 7.2 eV. The calculation puts the lowest unoccupied orbital energy at 2.36 eV. The value obtained for the total energy is -4620.16862 a.u. As for the charge: -1.

---

5.
Entry from the Open Molecules 2025 dataset: C4H6N2O in the gas phase (the ωB97M-V functional and the def2-TZVPD basis).

Geometry as XYZ:
```
13
Properties=species:S:1:pos:R:3:mulliken_charge:R:1
N -2.23 -0.12 0.08 -0.4463
C -0.90 0.00 -0.24 0.1513
C -0.23 1.15 -0.48 -0.4242
C 1.14 0.88 -0.21 -0.5912
C 1.26 -0.45 0.04 0.3298
O 2.33 -1.22 0.38 -0.5155
N 0.01 -1.02 0.00 -0.0719
H -2.69 -1.01 0.11 0.1698
H -2.71 0.69 0.41 0.1748
H -0.70 2.11 -0.69 0.3816
H 1.82 1.61 0.14 0.3256
H 3.10 -0.64 0.32 0.3306
H -0.19 -1.99 0.15 0.1856
```

The calculation puts the HOMO energy at -6.7 eV. As for the energy above the lowest of the compared OMol25 structures with the same formula, charge and spin: 140.45 kJ/mol. The HOMO-LUMO gap comes out at 7.7 eV. The calculation puts the lowest unoccupied orbital energy at 0.91 eV. The value obtained for the total energy is -340.74142 a.u. As for the SMILES: Nc1ccc(O)[nH]1.

---

6.
Entry from the Open Molecules 2025 dataset: a molecular structure, C20H57N6O9Zn (the ωB97M-V functional and the def2-TZVPD basis).

Geometry as XYZ:
```
93
Properties=species:S:1:pos:R:3:mulliken_charge:R:1
Zn 1.33 -3.61 -0.48 0.4046
C 0.36 0.71 0.08 0.6130
C 0.33 -0.71 0.76 0.0634
C -1.02 -1.11 1.20 -1.6718
O 0.87 -1.69 -0.09 0.5676
H 1.43 0.92 -0.08 -0.1022
H 0.10 1.50 0.79 -0.4353
H -0.09 0.77 -0.90 -0.1256
H 0.97 -0.52 1.63 -0.0395
H -1.41 -0.36 1.91 0.5236
H -1.23 -2.06 1.68 0.3656
H -1.73 -0.90 0.39 0.3656
C -5.14 -2.93 1.55 0.5987
O -4.95 -3.47 0.46 -0.7059
N -6.24 -3.11 2.29 -0.4246
N -4.14 -2.43 2.33 -0.3066
H -6.21 -2.78 3.23 0.1369
H -6.98 -3.73 2.00 0.2426
H -4.31 -1.88 3.15 0.2379
H -3.22 -2.48 1.91 0.1482
C 4.28 -2.48 -0.36 0.7166
O 3.36 -3.29 -0.12 -0.6768
N 5.27 -2.58 -1.23 -0.3729
N 4.15 -1.20 0.10 -0.1312
H 5.28 -3.41 -1.81 0.2225
H 6.11 -2.02 -1.27 0.1952
H 3.30 -0.98 0.58 -0.0623
H 4.85 -0.53 -0.15 0.1897
C -1.51 -4.60 -0.18 0.8212
O -0.43 -4.27 -0.79 -0.4741
N -2.61 -4.64 -0.91 -0.1467
N -1.60 -4.81 1.11 -0.3453
H -3.54 -4.61 -0.52 0.2451
H -2.44 -4.52 -1.91 0.1347
H -0.81 -4.79 1.73 0.1963
H -2.51 -4.98 1.53 0.1868
C -0.91 3.65 -1.41 -0.7811
C 0.51 3.99 -0.87 0.6824
O 0.62 5.38 -0.84 -0.5448
H -1.30 4.25 -2.23 0.3245
H -1.63 3.90 -0.62 0.3077
H -0.96 2.59 -1.67 0.0546
H 1.18 3.37 -1.48 0.1325
H 0.57 3.45 0.08 -0.4374
H 1.30 5.74 -1.40 0.3511
C 3.01 0.58 -2.94 -1.1563
C 1.52 0.76 -3.35 1.9505
C 1.26 1.06 -4.81 -1.6965
O 0.89 -0.47 -3.05 -0.4607
H 3.27 1.14 -2.03 0.2123
H 3.73 1.02 -3.63 0.4371
H 3.34 -0.44 -2.74 0.2079
H 1.11 1.57 -2.73 -0.7937
H 1.94 1.76 -5.28 0.4037
H 0.23 1.40 -4.91 0.3736
H 1.28 0.19 -5.47 0.3785
H 1.01 -0.74 -2.13 -0.0604
C 3.38 2.00 2.21 -0.4535
C 4.16 2.61 3.41 0.3181
C 4.39 4.09 3.36 -1.4186
O 3.51 2.29 4.67 -0.5787
H 2.36 2.38 2.18 -0.0643
H 3.26 0.91 2.32 0.1483
H 3.83 2.15 1.23 0.3785
H 5.02 1.95 3.52 0.3340
H 5.12 4.41 2.63 0.3653
H 4.81 4.37 4.34 0.3826
H 3.49 4.71 3.31 0.2975
H 3.62 1.34 4.80 0.3102
C -0.63 3.46 3.11 -1.4351
C -1.92 3.14 3.84 0.7822
C -2.86 2.22 3.06 -0.8966
O -1.49 2.45 4.99 -0.6174
H -0.17 4.31 3.62 0.5051
H -0.80 3.80 2.09 0.1817
H 0.14 2.69 3.09 0.3698
H -2.39 4.08 4.15 0.2364
H -2.28 1.64 2.34 -0.1047
H -3.60 2.84 2.54 0.3774
H -3.38 1.48 3.66 0.3045
H -0.69 2.76 5.41 0.3114
C -2.35 -1.85 -2.62 -0.6883
C -2.90 -2.68 -3.80 0.2931
C -2.33 -2.21 -5.12 -1.3643
O -2.49 -4.09 -3.66 -0.6985
H -1.34 -2.15 -2.35 -0.0552
H -2.98 -2.06 -1.76 0.1075
H -2.37 -0.79 -2.86 0.5662
H -3.99 -2.73 -3.74 0.3487
H -1.26 -1.98 -5.04 0.2792
H -2.58 -1.18 -5.38 0.4186
H -2.64 -2.78 -5.99 0.3548
H -1.53 -4.12 -3.65 0.3637
```

The calculation puts the HOMO energy at -11.6 eV. The HOMO-LUMO gap comes out at 7.9 eV. The calculation puts the lowest unoccupied orbital energy at -3.61 eV. The value obtained for the total energy is -3581.06509 a.u. As for the charge: +1.